This record from the Open Molecules 2025 dataset describes 17 unconnected molecules or ions with the total composition C34H42Cl48F3O9P at a distorted geometry. The level of theory is ωB97M-V with the def2-TZVPD basis set.

Values from the calculation:
DFT total energy: -24727.53703 hartree
HOMO-LUMO gap: 7.93 eV
LUMO: -1.9 eV

Bonds (Å) are listed after each position.
CARTESIAN COORDINATES (ANGSTROEM)
1 F -4.198 -4.184 -1.080  C73 1.481
2 Cl 0.208 -3.151 9.296  C135 1.772
3 H -6.221 7.375 -3.008  C23 1.093
4 Cl 1.477 -5.874 11.730  C104 1.772
5 Cl -4.622 7.475 -9.879  C65 1.772
6 P 3.982 -0.907 -2.311  O13 1.746, O34 1.742, C71 1.910, O107 1.605
7 C -0.756 0.789 1.026  H10 1.189, H72 1.186, O93 1.497, C101 1.642
8 Cl -1.249 0.699 13.792  C16 1.772
9 H 9.857 -1.510 -5.820  C17 1.093
10 H -0.710 1.604 0.161  C7 1.189
11 H 1.651 2.949 2.947  C56 1.187
12 C -10.323 -7.306 4.158  H36 1.093, Cl49 1.772, Cl54 1.772, Cl132 1.772
13 O 4.607 -2.477 -2.751  P6 1.746, C105 1.471
14 Cl 5.378 3.201 -5.271  C102 1.772
15 H -4.873 7.735 -7.550  C65 1.093
16 C 0.207 1.706 13.857  Cl8 1.772, H85 1.093, Cl106 1.772, Cl110 1.772
17 C 9.737 -1.972 -4.837  H9 1.093, Cl40 1.772, Cl44 1.772, Cl96 1.772
18 Cl -3.664 0.124 5.929  C84 1.772
19 C -3.483 -1.142 -1.610  C25 1.638, C55 1.517, C126 1.638
20 C 2.750 0.465 5.452  Cl30 1.772, Cl45 1.772, H80 1.093, Cl98 1.772
21 Cl 1.327 5.347 -6.036  C95 1.772
22 F -6.252 -3.831 -2.450  C73 1.502
23 C -6.451 7.058 -4.029  H3 1.093, Cl47 1.772, Cl114 1.772, Cl120 1.772
24 H 3.177 -3.648 -1.493  C105 1.170
25 C -2.338 -1.512 -0.498  C19 1.638, C63 1.667, O89 1.335
26 H 1.718 -2.089 -1.940  C71 1.193
27 Cl 0.219 3.457 -7.956  C95 1.772
28 H 5.192 0.903 -5.758  C102 1.093
29 Cl -2.705 6.841 -7.780  C65 1.772
30 Cl 2.176 -0.205 3.915  C20 1.772
31 H -1.930 0.188 4.334  C84 1.093
32 H 6.458 0.977 0.534  C134 1.191
33 H -4.359 0.364 -3.896  O119 1.018
34 O 4.927 -0.072 -1.110  P6 1.742, C137 1.471
35 Cl -4.394 -5.498 2.367  C113 1.772
36 H -11.375 -7.574 4.037  C12 1.093
37 H -6.962 -1.967 -0.506  C59 1.194
38 H -4.930 -2.936 1.236  O76 1.002
39 H 5.718 1.470 -2.522  C137 1.173
40 Cl 8.123 -1.574 -4.225  C17 1.772
41 H 7.821 1.824 -0.596  C134 1.177
42 H 5.971 7.385 -4.009  C43 1.093
43 C 5.296 7.000 -3.240  H42 1.093, Cl122 1.772, Cl124 1.772, Cl133 1.772
44 Cl 9.919 -3.725 -5.019  C17 1.772
45 Cl 4.345 -0.191 5.859  C20 1.772
46 H 6.014 2.590 -0.395  C134 1.185
47 Cl -7.130 5.423 -3.967  C23 1.772
48 Cl 2.510 2.701 -6.324  C95 1.772
49 Cl -9.333 -8.686 3.651  C12 1.772
50 C 1.156 0.100 -2.253  C52 1.670, H53 1.190, C71 1.660, H115 1.170
51 Cl -5.253 5.435 -7.898  C65 1.772
52 C -0.364 -0.569 -2.073  C50 1.670, C58 1.640, C63 1.490
53 H 1.168 1.051 -1.538  C50 1.190
54 Cl -10.036 -6.928 5.865  C12 1.772
55 C -2.985 -0.888 -3.020  C19 1.517, C58 1.671, O119 1.488
56 C 1.050 2.604 1.984  H11 1.187, H68 1.174, H70 1.185, C101 1.658
57 H 0.429 0.593 3.056  C101 1.190
58 C -1.344 -1.001 -3.315  C52 1.640, C55 1.671, O62 1.340
59 C -5.786 -2.171 -0.470  H37 1.194, C73 1.656, O76 1.501, C126 1.639
60 Cl -10.911 -4.428 -2.753  C129 1.772
61 Cl -2.808 3.230 -7.101  C128 1.772
62 O -0.952 -1.394 -4.534  C58 1.340
63 C -0.842 -0.799 -0.680  C25 1.667, C52 1.490, O93 1.486
64 H 6.248 -3.534 -0.501  C74 1.174
65 C -4.423 6.973 -8.191  Cl5 1.772, H15 1.093, Cl29 1.772, Cl51 1.772
66 H 0.991 -5.058 13.888  C104 1.093
67 Cl 10.451 1.587 -4.275  C125 1.772
68 H 1.767 2.261 1.120  C56 1.174
69 H 4.904 -2.305 0.244  C74 1.171
70 H 0.424 3.549 1.641  C56 1.185
71 C 2.198 -1.039 -1.641  P6 1.910, H26 1.193, C50 1.660, H118 1.191
72 H -1.892 0.584 1.299  C7 1.186
73 C -5.592 -3.686 -1.109  F1 1.481, F22 1.502, C59 1.656, F116 1.511
74 C 5.110 -3.314 -0.313  H64 1.174, H69 1.171, C105 1.640, H121 1.193
75 Cl 7.499 1.208 -5.383  C102 1.772
76 O -5.450 -2.115 0.992  H38 1.002, C59 1.501
77 H -9.058 -5.053 -1.437  C129 1.093
78 Cl 2.289 -1.129 9.547  C135 1.772
79 Cl -0.199 -0.850 11.035  C135 1.772
80 H 2.047 0.175 6.237  C20 1.093
81 H 2.371 4.417 -7.934  C95 1.093
82 H -6.727 -5.583 2.040  C113 1.093
83 Cl -4.573 0.922 -6.889  C128 1.772
84 C -2.049 -0.274 5.317  Cl18 1.772, H31 1.093, Cl88 1.772, Cl97 1.772
85 H 0.979 1.160 14.405  C16 1.093
86 H -1.796 2.531 2.563  O127 1.020
87 Cl -4.908 3.183 -5.083  C128 1.772
88 Cl -1.868 -2.027 5.135  C84 1.772
89 O -2.456 -2.360 0.526  C25 1.335
90 H -5.235 0.027 -0.725  C126 1.188
91 H -5.738 -0.843 -2.329  C126 1.182
92 Cl 12.508 2.925 -5.844  C125 1.772
93 O -0.086 -0.465 0.555  C7 1.497, C63 1.486
94 H 4.686 -4.536 -2.192  C105 1.194
95 C 1.696 4.032 -7.165  Cl21 1.772, Cl27 1.772, Cl48 1.772, H81 1.093
96 Cl 10.987 -1.325 -3.761  C17 1.772
97 Cl -0.799 0.373 6.394  C84 1.772
98 Cl 2.806 2.234 5.377  C20 1.772
99 Cl 11.578 4.109 -3.350  C125 1.772
100 Cl -10.907 -5.842 -0.207  C129 1.772
101 C -0.058 1.432 2.366  C7 1.642, C56 1.658, H57 1.190, O127 1.501
102 C 5.912 1.684 -6.013  Cl14 1.772, H28 1.093, Cl75 1.772, Cl108 1.772
103 H 0.106 -0.873 8.698  C135 1.093
104 C 1.564 -4.680 13.037  Cl4 1.772, H66 1.093, Cl109 1.772, Cl117 1.772
105 C 4.312 -3.499 -1.734  O13 1.471, H24 1.170, C74 1.640, H94 1.194
106 Cl -0.122 3.220 14.717  C16 1.772
107 O 3.936 -0.054 -3.669  P6 1.605
108 Cl 5.966 1.840 -7.778  C102 1.772
109 Cl 0.850 -3.142 12.523  C104 1.772
110 Cl 0.808 2.037 12.224  C16 1.772
111 Cl -6.159 -7.806 2.579  C113 1.772
112 Cl -6.494 -5.545 4.385  C113 1.772
113 C -6.036 -6.047 2.748  Cl35 1.772, H82 1.093, Cl111 1.772, Cl112 1.772
114 Cl -4.949 7.073 -4.969  C23 1.772
115 H 1.364 0.378 -3.370  C50 1.170
116 F -6.374 -4.601 -0.195  C73 1.511
117 Cl 3.242 -4.445 13.555  C104 1.772
118 H 2.280 -0.992 -0.454  C71 1.191
119 O -3.880 -0.499 -4.143  H33 1.018, C55 1.488
120 Cl -7.625 8.194 -4.715  C23 1.772
121 H 4.717 -4.177 0.413  C74 1.193
122 Cl 4.927 8.315 -2.111  C43 1.772
123 H 12.679 2.048 -3.663  C125 1.093
124 Cl 3.819 6.425 -4.031  C43 1.772
125 C 11.907 2.595 -4.210  Cl67 1.772, Cl92 1.772, Cl99 1.772, H123 1.093
126 C -5.092 -0.974 -1.348  C19 1.638, C59 1.639, H90 1.188, H91 1.182
127 O -1.122 2.093 3.192  H86 1.020, C101 1.501
128 C -4.449 2.682 -6.720  Cl61 1.772, Cl83 1.772, Cl87 1.772, H136 1.093
129 C -10.056 -4.663 -1.219  Cl60 1.772, H77 1.093, Cl100 1.772, Cl131 1.772
130 H 6.864 -0.055 -2.096  C137 1.186
131 Cl -9.878 -3.122 -0.363  C129 1.772
132 Cl -9.986 -5.894 3.142  C12 1.772
133 Cl 6.110 5.669 -2.399  C43 1.772
134 C 6.673 1.607 -0.454  H32 1.191, H41 1.177, H46 1.185, C137 1.672
135 C 0.543 -1.427 9.533  Cl2 1.772, Cl78 1.772, Cl79 1.772, H103 1.093
136 H -5.140 3.145 -7.428  C128 1.093
137 C 6.035 0.694 -1.701  O34 1.471, H39 1.173, H130 1.186, C134 1.672